Record 1
Entry from the Open Molecules 2025 dataset: the molecule C7H11Cl (ωB97M-V/def2-TZVPD).

Values from the calculation:
E_LUMO: 1.07 eV
energy relative to the best compared isomer or geometry (same formula, charge and spin): 2.803 eV
SMILES: C=C[C@@H]1C[C@H](Cl)[C@H]1C

XYZ file:
```
19
C7H11Cl ωB97M-V/def2-TZVPD
C -0.65 -3.35 0.96
C -0.79 -1.96 1.13
C 0.22 -0.84 0.82
C -0.02 0.61 1.30
C 0.64 1.05 -0.08
Cl -0.01 2.59 -0.51
C -0.04 -0.19 -0.75
C 0.57 -0.86 -1.95
H -1.45 -3.94 1.25
H 0.30 -3.96 0.72
H -1.83 -1.48 1.26
H 1.31 -1.03 0.93
H -1.02 0.87 1.41
H 0.43 0.74 2.35
H 1.76 1.00 -0.19
H -1.13 0.03 -0.99
H 0.08 -0.44 -2.92
H 0.51 -2.05 -1.76
H 1.78 -0.50 -2.00
```

Record 2
Entry from the Open Molecules 2025 dataset: the molecule C8H10N2O2S (ωB97M-V/def2-TZVPD).

Values from the calculation:
E_LUMO: 0.66 eV
energy relative to the best compared isomer or geometry (same formula, charge and spin): 2.116 eV
SMILES: CO[C@@](S)(C(N)=O)c1ccccn1

XYZ file:
```
23
C8H10N2O2S ωB97M-V/def2-TZVPD
C 2.67 -1.12 -0.34
O 1.24 -1.06 -0.14
C 0.83 0.19 0.43
S 1.55 0.14 2.09
C 1.59 1.51 -0.17
N 1.54 1.69 -1.51
O 2.36 2.09 0.58
C -0.76 0.33 0.45
C -1.58 -0.76 0.64
C -2.96 -0.51 0.65
C -3.38 0.79 0.44
C -2.48 1.86 0.31
N -1.14 1.59 0.34
H 3.03 -2.08 -0.73
H 3.10 -1.09 0.77
H 3.04 -0.26 -0.99
H 1.07 -1.04 2.36
H 0.64 1.44 -2.01
H 1.96 2.56 -1.76
H -1.08 -1.54 1.05
H -3.66 -1.32 0.81
H -4.41 1.06 0.35
H -2.91 2.84 0.21
```

Record 3
Entry from the Open Molecules 2025 dataset: a cluster of 2 separate species, C3H9N2O in total (ωB97M-V/def2-TZVPD).

Values from the calculation:
E_LUMO (alpha / beta): 4.20 / 4.23 eV
total charge: -1
energy relative to the best compared isomer or geometry (same formula, charge and spin): 4.823 eV

XYZ file:
```
15
C3H9N2O ωB97M-V/def2-TZVPD
C 1.28 -1.11 0.02
C -0.89 -0.54 -1.06
C -0.18 -0.76 0.26
N 0.45 2.63 0.14
N -0.23 0.30 1.36
O -1.39 0.73 1.67
H 1.69 -0.22 -0.24
H 1.57 -1.40 0.98
H 1.47 -1.96 -0.69
H -0.06 -0.03 -1.62
H -1.70 0.11 -0.71
H -1.16 -1.53 -1.39
H -0.63 -1.73 0.79
H -0.26 2.69 -0.49
H 0.03 2.83 0.97
```

Record 4
Entry from the Open Molecules 2025 dataset: a cluster of 7 separate species, C22H47Cl12N2P in total (ωB97M-V/def2-TZVPD).

Values from the calculation:
E_LUMO: 0.52 eV
SMILES: CCCCCP(N=C(C)C)NCC.ClCCCl.ClCCCl.ClCCCl.ClCCCl.ClCCCl.ClCCCl

XYZ file:
```
84
C22H47Cl12N2P ωB97M-V/def2-TZVPD
C 3.11 -0.24 -0.05
C 3.40 -1.72 0.23
C 3.48 -2.66 -1.01
C 3.07 -2.06 -2.36
C 1.56 -2.05 -2.72
P 0.41 -2.11 -1.28
N -0.87 -1.17 -1.96
C -1.11 0.00 -1.49
C -0.69 0.55 -0.15
C -1.95 0.94 -2.31
N -0.22 -3.71 -1.44
C -0.73 -4.23 -0.15
C -1.70 -5.38 -0.39
H 2.35 -0.12 -0.82
H 2.70 0.22 0.86
H 3.99 0.34 -0.30
H 4.33 -1.80 0.79
H 2.61 -2.09 0.88
H 2.89 -3.56 -0.81
H 4.51 -3.01 -1.11
H 3.48 -1.06 -2.47
H 3.55 -2.66 -3.14
H 1.32 -2.86 -3.40
H 1.33 -1.13 -3.26
H -0.38 1.59 -0.24
H 0.09 -0.03 0.33
H -1.58 0.55 0.48
H -1.28 1.68 -2.77
H -2.50 0.39 -3.07
H -2.66 1.48 -1.67
H -1.04 -3.64 -2.06
H 0.11 -4.53 0.46
H -1.27 -3.44 0.40
H -2.67 -5.02 -0.71
H -1.85 -5.93 0.54
H -1.30 -6.09 -1.12
Cl -3.73 2.48 2.97
C -4.94 1.17 3.12
C -4.27 -0.18 3.17
Cl -3.49 -0.56 1.61
H -5.61 1.25 2.28
H -5.49 1.34 4.04
H -5.01 -0.96 3.36
H -3.50 -0.22 3.93
Cl 2.33 2.92 -0.66
C 2.10 4.37 0.35
C 2.27 4.06 1.81
Cl 0.97 3.01 2.43
H 1.11 4.76 0.14
H 2.84 5.10 0.02
H 2.23 4.99 2.38
H 3.21 3.56 2.00
Cl 4.52 6.01 -1.64
C 3.84 6.64 -3.16
C 2.79 7.69 -2.91
Cl 1.32 7.01 -2.15
H 3.44 5.79 -3.71
H 4.66 7.07 -3.72
H 2.48 8.13 -3.86
H 3.16 8.48 -2.26
Cl -2.99 -3.54 4.92
C -3.37 -4.87 3.79
C -4.00 -4.36 2.52
Cl -5.62 -3.68 2.79
H -4.03 -5.56 4.31
H -2.44 -5.37 3.56
H -4.10 -5.17 1.80
H -3.39 -3.57 2.07
Cl -4.42 8.37 5.52
C -4.42 6.95 4.44
C -3.04 6.38 4.25
Cl -1.97 7.47 3.33
H -4.85 7.26 3.49
H -5.06 6.20 4.90
H -3.11 5.45 3.68
H -2.56 6.18 5.20
Cl 3.20 -5.20 -6.05
C 3.32 -6.38 -4.72
C 3.45 -5.70 -3.38
Cl 5.02 -4.86 -3.20
H 4.17 -7.02 -4.92
H 2.41 -6.97 -4.73
H 3.40 -6.44 -2.59
H 2.66 -4.96 -3.23
```

Record 5
Entry from the Open Molecules 2025 dataset: the molecule C3H3NS2 (ωB97M-V/def2-TZVPD).

Values from the calculation:
E_LUMO: 0.17 eV
energy relative to the best compared isomer or geometry (same formula, charge and spin): 0.633 eV
SMILES: S=C=N/C=C\S

XYZ file:
```
9
C3H3NS2 ωB97M-V/def2-TZVPD
S 3.77 -0.23 -0.08
C 2.22 -0.05 0.10
N 1.00 -0.01 -0.03
C -0.13 0.69 -0.05
C -1.39 0.25 -0.06
S -2.08 -1.40 -0.04
H -0.12 1.70 -0.16
H -2.24 1.03 -0.23
H -1.04 -1.97 0.56
```

Record 6
Entry from the Open Molecules 2025 dataset: a structure of composition C6H11N2S (ωB97M-V/def2-TZVPD).

Values from the calculation:
E_LUMO: -4.60 eV
total charge: +1
energy relative to the best compared isomer or geometry (same formula, charge and spin): 3.171 eV

XYZ file:
```
20
C6H11N2S ωB97M-V/def2-TZVPD
C 2.53 -0.68 -1.60
C 1.18 -0.46 -1.39
C 3.23 0.28 -0.94
C -1.38 -0.98 1.59
C -1.28 1.37 1.12
C -2.02 -0.19 -0.55
N 0.86 0.53 -0.63
N -1.56 0.06 0.62
S 2.20 1.33 -0.16
H 3.02 -1.28 -2.33
H 0.43 -0.84 -1.99
H 4.31 0.11 -0.88
H -1.61 -0.51 2.46
H -2.01 -1.96 1.45
H -0.36 -1.24 1.63
H -1.81 1.61 1.95
H -0.18 1.51 1.41
H -1.33 2.12 0.26
H -2.13 -1.33 -0.81
H -2.08 0.55 -1.23
```

Record 7
Entry from the Open Molecules 2025 dataset: a cluster of 15 separate species, C70H98N11O34 in total (ωB97M-V/def2-TZVPD).

Values from the calculation:
E_LUMO: -4.04 eV
total charge: +1

XYZ file:
```
213
C70H98N11O34 ωB97M-V/def2-TZVPD
C -2.21 2.78 -0.75
N -1.05 2.04 -0.18
C -0.10 1.71 -1.07
C 1.05 1.11 -0.65
C 1.23 0.91 0.71
C 0.22 1.37 1.67
C -0.92 1.96 1.15
C 2.28 0.04 1.23
C 1.91 -1.14 1.87
C 2.89 -2.03 2.30
N 4.18 -1.66 2.19
C 4.50 -0.48 1.64
C 3.62 0.39 1.13
C 5.30 -2.45 2.75
H -1.89 3.59 -1.43
H -2.86 3.17 0.08
H -2.86 2.13 -1.35
H -0.42 1.76 -2.06
H 1.79 0.67 -1.37
H 0.40 1.19 2.75
H -1.69 2.38 1.79
H 0.96 -1.44 2.16
H 2.60 -2.91 2.85
H 5.56 -0.29 1.61
H 3.78 1.37 0.68
H 5.18 -2.17 3.80
H 6.24 -2.26 2.28
H 5.00 -3.47 2.65
C -8.13 2.22 -1.98
N -7.23 3.35 -2.09
C -7.68 4.58 -2.31
C -6.95 5.74 -2.29
C -5.59 5.68 -1.98
C -5.14 4.36 -1.75
C -5.92 3.21 -1.78
C -4.54 6.75 -2.29
C -3.26 6.48 -2.56
C -2.18 7.58 -2.66
N -2.79 8.96 -2.52
C -4.16 9.16 -2.53
C -5.00 8.10 -2.56
C -1.85 10.13 -2.38
H -7.69 1.18 -2.05
H -8.93 2.36 -2.69
H -8.65 2.28 -0.98
H -8.66 4.63 -2.67
H -7.45 6.64 -2.56
H -4.15 4.10 -1.42
H -5.56 2.16 -1.77
H -2.85 5.49 -2.58
H -1.75 7.45 -3.67
H -4.42 10.20 -2.51
H -6.05 8.29 -2.38
H -2.44 11.01 -2.57
H -1.02 10.09 -3.06
H -1.52 10.16 -1.33
C 10.50 -1.57 -0.70
N 10.02 -2.41 0.41
C 9.04 -3.27 0.11
C 8.57 -4.07 1.09
C 9.05 -3.92 2.42
C 10.06 -3.01 2.67
C 10.58 -2.26 1.63
C 8.36 -4.73 3.43
C 7.19 -5.37 3.17
C 6.40 -5.98 4.25
N 7.19 -6.43 5.31
C 8.31 -5.76 5.64
C 8.88 -4.92 4.72
C 6.57 -7.29 6.37
H 9.79 -1.66 -1.51
H 11.46 -2.03 -1.00
H 10.65 -0.57 -0.44
H 8.58 -3.23 -0.84
H 7.77 -4.78 0.83
H 10.39 -2.83 3.71
H 11.35 -1.58 1.75
H 6.73 -5.56 2.22
H 5.77 -6.81 3.85
H 8.78 -6.11 6.61
H 9.81 -4.44 4.90
H 7.46 -7.65 6.91
H 6.08 -8.16 5.94
H 5.91 -6.63 6.95
C -4.63 -6.33 7.17
N -4.89 -4.96 6.59
C -4.18 -4.58 5.51
C -4.44 -3.41 4.88
C -5.45 -2.56 5.31
C -6.19 -3.02 6.38
C -5.90 -4.18 7.06
C -5.79 -1.17 4.91
C -5.97 -0.79 3.57
C -6.38 0.50 3.23
N -6.84 1.31 4.20
C -6.60 1.00 5.51
C -6.00 -0.16 5.88
C -7.55 2.45 3.80
H -3.66 -6.66 6.78
H -5.29 -7.07 6.77
H -4.60 -6.30 8.25
H -3.42 -5.26 5.14
H -3.81 -3.19 4.01
H -7.00 -2.45 6.84
H -6.36 -4.42 7.97
H -5.87 -1.41 2.68
H -6.46 0.79 2.20
H -6.91 1.64 6.31
H -5.80 -0.38 6.90
H -8.52 2.10 3.37
H -7.01 2.92 3.00
H -7.75 3.13 4.64
C 5.20 0.31 -5.24
C 6.28 0.34 -4.25
O 6.61 -0.68 -3.62
N 6.83 1.53 -4.09
H 6.23 2.34 -4.31
H 4.18 -3.21 -1.62
C 7.97 1.62 -3.19
H 4.36 -0.14 -4.68
H 5.34 -0.42 -6.00
H 4.89 1.29 -5.65
H 8.88 1.41 -3.76
H 7.93 0.96 -2.29
H 8.01 2.64 -2.90
C -1.07 -2.56 -0.42
C -2.39 -2.06 -0.85
O -2.53 -1.29 -1.72
N -3.59 -2.71 -0.28
H -3.45 -3.35 0.64
H -4.18 -1.97 0.19
C -4.38 -3.21 -1.42
H -0.39 -2.50 -1.28
H -1.12 -3.61 -0.07
H -0.63 -2.00 0.44
H -3.81 -3.91 -2.01
H -4.81 -2.35 -1.93
H -5.27 -3.69 -1.05
C 0.87 2.70 -4.22
O -0.14 1.69 -4.20
C -1.40 2.11 -4.72
C -1.48 1.65 -6.13
N -2.63 2.14 -6.76
H -4.06 1.86 -5.62
H -2.61 3.12 -6.96
C -3.16 1.51 -7.92
C -4.15 2.41 -8.55
O -3.55 3.71 -8.83
C -2.85 3.73 -10.09
H 1.80 2.21 -3.87
H 0.67 3.51 -3.54
H 0.98 2.99 -5.25
H -1.55 3.22 -4.69
H -2.22 1.81 -4.08
H -1.57 0.58 -6.15
H -0.60 1.95 -6.69
H -3.55 0.50 -7.67
H -2.28 1.23 -8.53
H -4.95 2.56 -7.87
H -4.53 1.90 -9.40
H -3.54 3.66 -10.91
H -2.06 3.00 -10.06
H -2.36 4.69 -10.05
O 2.89 5.24 -0.61
C 2.52 4.10 -0.07
O 1.18 3.89 -0.08
O 3.26 3.31 0.33
H 2.31 5.99 -0.68
O -2.44 2.59 4.13
C -3.69 2.18 3.50
O -3.57 1.42 2.53
O -4.69 2.73 3.96
H -2.65 3.47 4.46
O 3.84 -4.82 6.13
C 4.16 -5.04 4.87
O 3.53 -5.38 3.98
O 5.53 -4.87 4.87
H 2.92 -4.61 6.17
O -5.66 0.65 -3.35
C -4.90 0.54 -4.50
O -4.85 1.81 -5.01
O -4.39 -0.45 -5.01
H -5.69 -0.32 -2.93
O -7.43 -0.94 1.00
C -6.58 -0.82 -0.13
O -5.39 -0.88 0.02
O -7.23 -0.50 -1.16
H -8.28 -1.21 0.67
O 8.22 1.27 2.04
C 8.67 0.04 2.11
O 9.79 -0.16 2.51
O 7.88 -0.89 1.77
H 8.95 1.84 2.31
O -1.57 -5.04 1.43
C -2.25 -4.27 2.41
O -1.75 -4.28 3.55
O -3.27 -3.64 1.98
H -0.85 -5.47 1.91
O 3.79 -8.02 1.32
C 4.67 -7.10 0.84
O 4.24 -6.35 -0.13
O 5.79 -7.05 1.30
H 3.13 -8.14 0.64
O 2.48 -4.35 0.52
C 2.79 -3.46 -0.32
O 4.11 -3.56 -0.77
O 2.22 -2.49 -0.67
H 3.57 -5.65 0.08
O 0.72 6.63 -0.92
C -0.28 6.49 -1.65
O -1.21 7.49 -1.66
O -0.56 5.42 -2.33
H 0.80 4.32 -0.96
```

Record 8
Entry from the Open Molecules 2025 dataset: a structure of composition C49H44N9O2S3SiW (ωB97M-V/def2-TZVPD).

Values from the calculation:
E_LUMO (alpha / beta): -3.29 / -4.28 eV
multiplicity: 3
total charge: +1
energy relative to the best compared isomer or geometry (same formula, charge and spin): 4.417 eV
expectation value of S²: 2.015

XYZ file:
```
109
C49H44N9O2S3SiW ωB97M-V/def2-TZVPD
W -0.53 0.11 1.17
C -1.87 5.60 0.56
S -0.48 5.04 1.57
C -0.66 3.31 1.67
S -1.85 2.40 0.80
N 0.16 2.75 2.52
N 0.29 1.45 2.58
C -0.50 0.86 3.70
C 0.12 -0.48 4.07
C 0.79 -0.80 5.23
C 1.19 -2.11 5.40
C 0.92 -3.04 4.42
C 0.30 -2.63 3.26
N -0.10 -1.36 3.08
H -2.58 6.12 1.20
H -2.35 4.75 0.09
H -1.47 6.28 -0.20
H -1.23 2.70 4.44
H 0.98 -0.04 5.98
H 1.71 -2.40 6.31
H 1.19 -4.09 4.53
H 0.11 -3.31 2.44
C -4.71 -1.16 1.74
C -3.34 -0.63 1.96
N -2.41 -0.74 1.09
N -2.46 -1.35 -0.13
C -1.25 -1.12 -0.67
N -1.01 -1.48 -1.89
S 0.66 1.26 -0.69
C -2.82 0.04 3.15
C -3.42 0.01 4.36
C -2.86 0.48 5.62
C -1.75 1.19 5.86
C -0.80 1.79 4.87
N -1.60 0.54 2.84
H -5.15 -0.67 0.86
H -5.35 -0.95 2.59
H -4.69 -2.24 1.57
H -3.31 -1.71 -0.53
H -1.63 -2.08 -2.41
H -0.08 -1.35 -2.27
H -4.38 -0.48 4.41
H -3.44 0.20 6.49
H -1.52 1.39 6.90
H 0.14 2.09 5.34
O 2.66 0.20 2.14
C 2.44 -0.82 1.53
N 3.31 -1.86 1.37
C 2.82 -2.86 0.44
C 1.35 -2.40 0.32
O 0.47 -3.10 -0.14
N 1.21 -1.15 0.87
C 2.86 -4.28 1.00
C 3.33 -4.55 2.28
C 3.35 -5.86 2.76
C 2.89 -6.90 1.96
C 2.42 -6.63 0.68
C 2.42 -5.33 0.19
C 3.61 -2.72 -0.87
C 4.82 -3.41 -1.00
C 5.63 -3.19 -2.10
C 5.25 -2.27 -3.07
C 4.06 -1.59 -2.94
C 3.23 -1.81 -1.84
H 4.30 -1.71 1.51
H 3.69 -3.74 2.89
H 3.73 -6.06 3.75
H 2.90 -7.91 2.34
H 2.08 -7.44 0.05
H 2.07 -5.13 -0.81
H 5.12 -4.12 -0.24
H 6.57 -3.73 -2.19
H 5.89 -2.09 -3.93
H 3.78 -0.85 -3.68
H 2.31 -1.24 -1.73
C 1.26 6.36 -3.22
C 0.24 5.84 -4.01
C -0.26 4.58 -3.74
C 0.24 3.81 -2.68
C 1.28 4.34 -1.91
C 1.79 5.61 -2.18
Si -0.51 2.13 -2.35
C -0.30 0.99 -3.83
C 0.78 0.12 -3.99
C 0.88 -0.70 -5.11
C -0.09 -0.65 -6.10
C -1.17 0.21 -5.97
C -1.27 1.02 -4.84
C -2.40 2.40 -2.28
C -3.32 1.38 -2.50
C -4.70 1.61 -2.47
C -5.18 2.89 -2.24
C -4.28 3.94 -2.08
C -2.92 3.69 -2.11
H 1.66 7.35 -3.44
H -0.16 6.42 -4.83
H -1.07 4.18 -4.36
H 1.70 3.75 -1.11
H 2.59 6.01 -1.57
H 1.56 0.09 -3.23
H 1.72 -1.37 -5.23
H -0.01 -1.28 -6.98
H -1.93 0.25 -6.74
H -2.12 1.69 -4.76
H -2.96 0.40 -2.76
H -5.39 0.79 -2.66
H -6.25 3.08 -2.23
H -4.65 4.95 -1.94
H -2.23 4.53 -1.99
```

Record 9
Entry from the Open Molecules 2025 dataset: a structure of composition C3HFO2Sr (ωB97M-V/def2-TZVPD).

Values from the calculation:
E_LUMO: -9.93 eV
total charge: +2
energy relative to the best compared isomer or geometry (same formula, charge and spin): 1.933 eV

XYZ file:
```
8
C3HFO2Sr ωB97M-V/def2-TZVPD
O 2.69 -0.48 -0.67
C 3.45 -1.32 -0.70
Sr 0.85 1.15 -0.57
F -0.79 -0.51 0.13
H -3.04 -0.79 1.45
O -2.99 -0.75 -0.72
C -3.30 0.14 0.11
C -2.10 -0.57 0.58
```

Maximum force for every record listed, in sequence, given in eV/Å: 4.5 3.2 4.5 0.7 4.8 5.6 7.2 1.7 4.6.